46
Properties=species:S:1:pos:R:3:forces:R:3 method="wB97M-V/def2-TZVPD" s2=1.077 lumo_ha="-0.25789 / -0.29245" homo_lumo_gap_ev="6.90 / 6.44" e_above_lowest_kj_mol=0.0 total_energy_ha=-1373.15004 homo_ev="-13.916 / -14.399" multiplicity=2 charge=+2
Ru -0.046 0.111 0.179 0.324 -0.523 -0.905
C -2.536 -1.635 0.120 -0.358 0.000 0.046
C -1.428 -2.382 -0.560 0.209 -0.164 0.057
N -0.152 -2.072 0.139 0.417 -0.346 0.684
C 1.031 -2.615 -0.584 -0.012 -0.190 0.161
C 1.210 -1.830 -1.846 -0.037 -0.155 0.231
C 1.628 -2.315 -3.069 0.056 0.097 -0.052
C 1.704 -1.426 -4.136 0.003 -0.017 -0.010
C 1.342 -0.095 -3.962 0.101 -0.083 0.048
C 0.939 0.308 -2.704 -0.082 0.243 0.040
C 0.498 1.674 -2.293 -0.032 0.315 -0.055
N -0.606 1.531 -1.302 0.259 0.808 0.127
C -1.854 1.000 -1.914 0.098 0.259 -0.164
C -2.829 0.716 -0.812 -0.389 -0.005 0.081
N -2.227 -0.184 0.201 0.022 -0.165 -0.344
N 0.886 -0.549 -1.686 -0.369 0.389 1.176
H -2.638 -1.999 1.144 -0.032 -0.017 -0.005
H -3.490 -1.816 -0.379 -0.002 0.054 -0.004
H -1.317 -2.088 -1.603 -0.035 0.057 -0.025
H -1.639 -3.455 -0.545 0.096 -0.021 0.011
H -0.173 -2.494 1.063 -0.004 -0.149 -0.028
H 0.924 -3.684 -0.777 -0.040 -0.010 -0.041
H 1.902 -2.470 0.058 0.017 -0.027 0.016
H 1.884 -3.359 -3.191 -0.012 0.027 0.019
H 2.027 -1.775 -5.108 -0.005 0.003 0.009
H 1.377 0.608 -4.783 -0.014 -0.005 0.029
H 0.198 2.289 -3.142 -0.060 -0.030 -0.025
H 1.321 2.175 -1.781 0.014 0.055 -0.021
H -0.791 2.454 -0.917 -0.068 0.096 -0.109
H -1.593 0.106 -2.479 -0.027 -0.071 0.029
H -2.289 1.716 -2.616 0.107 0.043 -0.023
H -3.766 0.319 -1.207 0.026 -0.062 0.023
H -3.069 1.652 -0.303 -0.050 0.004 -0.015
H -2.573 0.128 1.100 0.057 0.071 0.157
S 1.872 0.988 1.248 -0.018 -0.343 -1.435
C 1.507 1.431 2.851 -0.053 0.034 0.762
C 0.216 1.422 3.428 0.433 -0.037 -0.406
C 0.043 1.776 4.741 0.153 0.069 0.291
C 1.154 2.148 5.513 -0.135 -0.041 -0.022
C 2.429 2.182 4.961 -0.105 0.048 0.032
C 2.614 1.833 3.639 -0.250 -0.161 -0.223
H -0.633 1.143 2.818 -0.172 -0.009 -0.083
H -0.943 1.779 5.185 0.013 -0.020 -0.001
H 1.014 2.413 6.553 -0.017 0.024 -0.034
H 3.274 2.484 5.564 -0.010 -0.011 -0.009
H 3.600 1.856 3.193 -0.015 -0.034 0.006